{"formula": "C7H8IN4PtSbSe4", "method": "wB97M-V/def2-TZVPD", "elements": ["Pt", "N", "C", "C", "N", "C", "C", "N", "C", "C", "N", "H", "H", "H", "H", "H", "H", "Se", "Sb", "Se", "Se", "Se", "I", "C", "H", "H"], "coordinates": [[-0.89, -0.57, -0.35], [2.15, 2.28, -0.05], [1.26, 3.20, -0.59], [0.08, 2.56, -0.76], [0.23, 1.25, -0.38], [1.49, 1.11, 0.00], [1.89, -0.18, 0.53], [0.97, -1.12, 0.64], [1.60, -2.24, 1.12], [2.92, -1.94, 1.32], [3.09, -0.63, 0.94], [3.16, 2.36, -0.05], [1.54, 4.23, -0.74], [-0.88, 2.94, -1.09], [1.06, -3.15, 1.31], [3.74, -2.53, 1.69], [3.95, -0.07, 0.97], [-2.62, 0.49, 1.58], [-3.91, -1.60, 0.99], [-1.96, -2.74, -0.22], [-4.54, -2.88, 2.95], [-5.66, -1.11, -0.61], [-0.97, 0.10, -3.65], [-2.17, -0.02, -1.79], [-2.95, -0.73, -2.06], [-2.59, 0.98, -1.69]], "mulliken_charge": [0.924, -0.127, -0.740, -0.410, -0.131, 0.033, 0.577, -0.309, -0.433, -0.502, -0.116, 0.236, 0.407, 0.401, 0.458, 0.401, 0.184, -0.737, 0.718, -0.686, -0.785, -0.782, -0.281, -1.049, 0.365, 0.386], "mol_weight_g_mol": 907.8, "charge": -2, "gap_ev": [3.1, 3.2], "lumo_ha": [0.125, 0.125], "relative_energy_ev": 1.782, "homo_ev": [0.250, 0.247], "total_energy_ha": -10753.66481}